Density functional theory data (wB97M-V/def2-TZVPD) for a cluster of 19 separate species, C98H119N11O46 in total.

```
274
Properties=species:S:1:pos:R:3
C 1.5441 3.2222 -5.8778
C 2.7655 3.9061 -5.9391
C 2.9400 4.9953 -5.1045
C 1.9459 5.3159 -4.1452
C 0.7688 4.5992 -4.0946
C 0.5330 3.4965 -4.9231
N 2.0955 6.5017 -3.2670
O 1.1880 6.8069 -2.4831
O 3.1275 7.1241 -3.3244
H 1.2816 2.4471 -6.5826
H 3.4674 3.6501 -6.7189
H 3.8568 5.5660 -5.1111
H 0.0255 5.0073 -3.4258
H -0.4149 2.9802 -4.8883
C 5.1728 2.8509 -3.3920
C 4.5996 1.6870 -3.9097
C 3.3297 1.3362 -3.4214
C 2.7486 2.0057 -2.4158
C 3.3406 3.1713 -1.8509
C 4.5511 3.5774 -2.3573
N 1.4770 1.5042 -1.7774
O 0.9195 2.2338 -0.9667
O 1.0100 0.3811 -2.1747
H 6.0677 3.1806 -3.8988
H 5.1767 1.0795 -4.5912
H 2.9636 0.3932 -3.7997
H 2.9503 3.6740 -0.9784
H 5.0444 4.4793 -2.0264
C -2.9877 -8.0410 4.2516
C -2.3578 -6.8509 3.7060
C -1.8142 -6.9646 2.4501
C -1.7664 -8.1770 1.7560
C -2.3694 -9.3882 2.3339
C -2.9218 -9.2982 3.6294
N -1.0814 -8.2541 0.4493
O -0.3224 -7.3934 0.0432
O -1.1499 -9.3610 -0.1798
H -3.4272 -8.0271 5.2380
H -2.4133 -5.8713 4.1573
H -1.3110 -6.1146 2.0134
H -2.2852 -10.3281 1.8085
H -3.2982 -10.1801 4.1265
C 8.2464 -2.4509 2.4118
C 7.0149 -3.0261 2.0144
C 6.9960 -3.6624 0.7430
C 8.1209 -3.5907 -0.1294
C 9.3133 -3.0240 0.3042
C 9.3899 -2.5271 1.5809
N 8.0768 -4.2104 -1.4971
O 6.9617 -4.7304 -1.8362
O 9.0088 -4.1671 -2.2394
H 8.4558 -1.9516 3.3463
H 6.1035 -2.9545 2.5894
H 6.0751 -4.1305 0.4279
H 10.1732 -2.9749 -0.3475
H 10.2669 -2.0037 1.9321
C 3.1785 0.2472 5.4251
C 4.0240 0.6319 6.4555
C 5.2975 1.1357 6.1408
C 5.6385 1.3819 4.7863
C 4.7318 1.0083 3.7360
C 3.5174 0.3519 4.0853
N 7.0024 1.8815 4.4920
O 7.1613 2.1410 3.3161
O 7.7952 2.0397 5.4104
H 2.1628 -0.0082 5.6889
H 3.7203 0.6024 7.4915
H 6.0106 1.3985 6.9081
H 5.0138 1.2488 2.7216
H 2.8140 0.0401 3.3274
C -2.0479 6.8173 0.7593
C -2.3119 7.6948 1.7637
C -2.2724 9.0711 1.5494
C -2.0234 9.6018 0.2584
C -1.8438 8.6352 -0.7923
C -1.7261 7.3389 -0.5264
N -1.9690 11.0431 -0.0542
O -1.9032 11.4634 -1.2192
O -1.9166 11.8308 0.8529
H -1.9852 5.7402 0.8072
H -2.3456 7.2803 2.7604
H -2.4568 9.6406 2.4483
H -1.6543 8.9230 -1.8158
H -1.3818 6.7179 -1.3402
C 3.7855 -5.7167 -2.4854
C 2.5533 -6.1912 -2.0713
C 1.5335 -6.4790 -2.9868
C 1.6549 -6.1479 -4.2954
C 2.8746 -5.6074 -4.7120
C 3.9192 -5.3683 -3.8598
N 0.5565 -6.3404 -5.2549
O -0.6093 -6.3919 -4.7770
O 0.7942 -6.5342 -6.4386
H 4.6638 -5.7087 -1.8570
H 2.4754 -6.3747 -1.0099
H 0.5595 -6.8367 -2.6870
H 2.9639 -5.2655 -5.7325
H 4.8546 -4.9571 -4.2095
C 0.6193 3.9440 4.0136
C 1.4425 3.2812 3.1489
C 2.0275 3.9912 2.0916
C 1.6453 5.3407 1.8735
C 0.7573 5.9697 2.7211
C 0.2060 5.2781 3.8498
N 2.3266 6.1634 0.8506
O 1.7816 7.1204 0.4494
O 3.3643 5.7354 0.3133
H 0.3133 3.4399 4.9184
H 1.6963 2.2344 3.2285
H 2.6980 3.4143 1.4719
H 0.4839 7.0078 2.6026
H -0.4515 5.8523 4.4857
C -6.2424 5.6936 -1.6650
C -4.9241 5.8076 -1.2542
C -4.0285 4.7617 -1.6288
C -4.5638 3.7165 -2.4257
C -5.8652 3.7459 -2.9451
C -6.6977 4.7281 -2.4844
N -3.6587 2.6233 -2.7456
O -4.1141 1.5817 -3.1837
O -2.5159 2.7316 -2.4148
H -6.9334 6.4302 -1.2826
H -4.6704 6.6489 -0.6262
H -2.9976 4.9203 -1.3486
H -6.2474 3.0060 -3.6327
H -7.7377 4.7526 -2.7744
C -1.9263 -1.2663 -4.0229
C -1.9999 -2.4973 -4.6846
C -2.0613 -3.6269 -3.8480
C -2.0897 -3.5220 -2.4552
C -2.0539 -2.2217 -1.8673
C -2.0060 -1.0711 -2.6382
N -2.1844 -4.7406 -1.5838
O -2.2651 -5.8596 -2.0579
O -2.2528 -4.5609 -0.4106
H -1.7056 -0.4615 -4.7084
H -1.8189 -2.5708 -5.7468
H -2.0099 -4.5791 -4.3550
H -2.0140 -2.1165 -0.7932
H -2.0020 -0.1051 -2.1552
C -6.0803 1.2161 0.1008
C -5.2177 1.4948 1.1336
C -5.5041 0.8926 2.4069
C -6.6193 -0.0155 2.5950
C -7.3507 -0.3016 1.5203
C -7.1528 0.3153 0.2989
N -6.7981 -0.7523 3.9078
O -7.7580 -1.5620 3.9823
O -6.0060 -0.4922 4.7753
H -5.9032 1.6538 -0.8705
H -4.4305 2.2257 1.0221
H -4.8008 1.0404 3.2131
H -8.1337 -1.0411 1.6005
H -7.7460 0.1166 -0.5815
C 4.5419 -6.3301 3.8900
C 3.2103 -5.9783 3.2682
O 3.0634 -6.5737 2.0231
C 2.2991 -7.6974 1.9636
O 1.5928 -8.1550 2.8708
O 2.6010 -8.3992 0.8318
C 1.9297 -9.5687 0.4503
H 4.6606 -7.3051 4.3627
H 4.7222 -5.5274 4.6051
H 5.3114 -6.2597 3.1213
H 3.1774 -4.8975 3.1303
H 2.4503 -6.1886 4.0207
H 1.2857 -9.8287 1.2904
H 2.5925 -10.3757 0.1381
H 1.2930 -9.3384 -0.4040
C -5.4726 3.5102 6.2609
C -4.0542 4.1389 6.0884
O -3.0892 3.1136 5.9315
C -2.5944 2.7046 4.7161
O -2.9314 3.2167 3.6376
O -1.7715 1.6623 4.9929
C -1.1667 0.9177 3.9420
H -6.0787 4.4131 6.1871
H -5.6851 3.0312 7.2166
H -5.7278 2.7771 5.4956
H -3.8038 4.5807 7.0528
H -3.9316 4.9083 5.3261
H -0.2031 0.4932 4.2237
H -0.9882 1.6481 3.1528
H -1.8846 0.1535 3.6443
C 7.9279 0.4990 0.1497
C 6.4839 0.8852 -0.2882
O 5.6732 -0.1913 -0.7265
C 5.8841 -0.7841 -1.9221
O 6.7937 -0.4886 -2.6993
O 4.9873 -1.6831 -2.0965
C 4.9431 -2.4161 -3.3140
H 8.6113 1.3178 0.3746
H 8.3334 -0.1592 -0.6187
H 7.8798 -0.0578 1.0856
H 6.5386 1.5995 -1.1096
H 5.9944 1.2461 0.6164
H 5.7912 -3.0891 -3.4400
H 4.8625 -1.8266 -4.2272
H 4.0452 -3.0216 -3.1898
C -5.8368 11.1391 3.7833
C -5.9577 10.1604 2.6348
O -5.8058 8.7706 3.0094
C -6.0424 7.7998 2.0653
O -6.5230 7.9250 0.9644
O -5.6505 6.7152 2.6669
C -5.5579 5.4614 1.9963
H -4.8168 11.1442 4.1675
H -6.4871 10.9217 4.6307
H -5.8802 12.2037 3.5537
H -5.1934 10.4701 1.9220
H -6.9163 10.2978 2.1345
H -5.2250 4.5983 2.5728
H -4.7922 5.5755 1.2290
H -6.5151 5.2422 1.5234
C -3.4736 -2.4071 3.2132
C -2.0984 -2.9504 2.9502
O -1.3087 -2.8477 4.1162
C -0.1586 -3.6089 4.2378
O 0.3426 -4.3928 3.4172
O 0.3645 -3.2927 5.4458
C 1.7227 -3.0695 5.4584
H -3.9659 -2.5479 2.2510
H -3.3990 -1.3300 3.3629
H -4.1114 -2.8521 3.9770
H -1.4875 -2.5518 2.1403
H -2.2526 -3.9917 2.6675
H 2.2884 -3.2727 6.3678
H 1.9563 -2.0275 5.2398
H 2.2438 -3.6206 4.6756
C -5.1445 -6.5085 -4.4035
C -5.5988 -5.0352 -4.5628
O -5.3681 -4.2836 -3.4175
C -5.9265 -3.0682 -3.3780
O -6.6550 -2.5377 -4.2033
O -5.4116 -2.3124 -2.4024
C -5.4304 -0.9092 -2.4108
H -5.0182 -7.0164 -5.3596
H -5.7966 -7.0947 -3.7559
H -4.1419 -6.5480 -3.9776
H -6.6791 -5.0269 -4.7076
H -5.1012 -4.6364 -5.4469
H -5.1215 -0.5440 -3.3902
H -4.6880 -0.4054 -1.7917
H -6.4769 -0.6537 -2.2449
C 1.8829 0.5099 -8.8428
C 1.4988 -0.7075 -8.0929
O 1.7441 -0.5590 -6.6916
C 1.5687 -1.6173 -5.9511
O 1.5449 -2.7763 -6.3371
O 1.3403 -1.2254 -4.6895
C 1.2065 -2.2016 -3.6409
H 1.3798 1.4413 -8.5827
H 1.5112 0.3782 -9.8589
H 2.9660 0.6315 -8.8305
H 2.0342 -1.5147 -8.5928
H 0.4704 -0.9937 -8.3129
H 0.4934 -1.7407 -2.9575
H 2.1652 -2.1323 -3.1269
H 0.8703 -3.1827 -3.9765
C 1.7888 -3.5166 0.0985
C 1.8132 -2.2784 0.9523
O 0.6899 -1.5530 0.4621
C 0.3271 -0.3633 1.0109
O 0.9261 0.1891 1.9510
O -0.7662 0.0060 0.3153
C -1.3238 1.2865 0.5487
H 2.6062 -4.1841 0.3715
H 1.9237 -3.3095 -0.9630
H 0.8461 -4.0608 0.1553
H 2.6888 -1.6326 0.8864
H 1.6240 -2.3745 2.0214
H -2.1826 1.1813 1.2116
H -1.7784 1.4356 -0.4307
H -0.6678 2.0982 0.8629
```

orbital gap: 8.520 eV
HOMO energy: -9.6521 eV

***

Density functional theory data (wB97M-V/def2-TZVPD) for the molecule C4H5NO.

```
11
Properties=species:S:1:pos:R:3
C -0.8864 0.0452 -0.0916
C -0.4389 -0.6535 -1.3558
O 0.6323 -1.1878 -1.4899
C 1.5928 1.3177 0.6338
N 0.9685 0.5199 1.3838
C -0.0742 -0.1765 1.1472
H -0.9012 1.1277 -0.3221
H -1.9157 -0.2572 0.1247
H -1.1853 -0.6372 -2.1806
H 2.5452 0.8716 0.3260
H -0.3372 -0.9698 1.8245
```

orbital gap: 8.575 eV
relative energy (zero: lowest compared OMol25 entry of this formula, charge and spin): 362.7 kJ/mol
HOMO energy: -8.3024 eV

***

Density functional theory data (wB97M-V/def2-TZVPD) for the ion C12H24N3 with charge +1.

```
39
Properties=species:S:1:pos:R:3
C 0.5797 -0.5982 1.8160
C 0.9210 -0.8346 0.4627
C -3.5375 2.5066 -0.3782
C 2.0137 2.4717 -1.2005
C 2.9951 -1.9347 0.4489
C 0.8279 -3.3391 0.9072
C -3.0302 1.2069 -0.9455
C 1.4287 1.6063 -0.0411
C -1.7758 0.5951 -0.2936
C -0.5404 0.5655 -1.1839
C 1.4100 -2.1829 0.1038
C 0.8395 0.2724 -0.5445
N -0.8494 -1.2456 2.0647
N -2.0711 -0.7202 0.2875
N -1.8346 -1.2285 1.4276
H 1.0123 -1.2044 2.5392
H 0.4021 0.4509 2.0722
H -3.7652 3.2564 -1.1583
H -4.4942 2.3999 0.2537
H -2.8357 2.9435 0.3195
H 2.2377 3.4767 -0.8192
H 1.2674 2.6883 -1.9058
H 2.8385 1.9223 -1.6428
H 3.3894 -1.2677 -0.2562
H 3.6092 -2.8744 0.3115
H 3.1772 -1.8650 1.5340
H 1.3557 -4.3243 0.6053
H -0.2559 -3.5943 0.8590
H 0.9746 -3.1248 1.9430
H -3.6395 0.2807 -0.9772
H -2.6567 1.2946 -1.9927
H 0.6261 1.9911 0.6039
H 2.2362 1.1411 0.6045
H -1.5455 1.3222 0.5606
H -2.7935 -1.1678 -0.2971
H -0.5037 1.6093 -1.6121
H -0.8140 0.0109 -2.0657
H 1.3216 -2.4811 -0.9792
H 1.4791 -0.0247 -1.4313
```

net charge: +1
expectation value of S²: 2.0097
orbital gap (alpha / beta): 7.765 / 7.567 eV
multiplicity: 3
HOMO energy (alpha / beta): -11.2727 / -14.2618 eV

***

Density functional theory data (wB97M-V/def2-TZVPD) for a structure of composition C37H20AuF15GeN4S.

```
79
Properties=species:S:1:pos:R:3
Au 0.0916 -0.6524 0.0367
C 0.1196 2.3836 -0.9335
C -1.2932 2.1836 -1.4728
C -2.2642 1.7009 -0.4287
C -3.4717 2.3497 -0.2121
C -4.3437 1.8672 0.7507
C -3.9828 0.7444 1.4791
C -2.7614 0.1573 1.2122
N -1.9188 0.6197 0.2819
N 0.9668 1.1684 -0.9995
C 2.1685 1.3432 -0.1575
C 1.8182 1.1835 1.3068
C 2.3991 1.9477 2.2987
C 2.0933 1.6944 3.6309
C 1.2029 0.6814 3.9450
C 0.6334 -0.0451 2.9158
N 0.9386 0.2080 1.6395
C 1.2002 0.6934 -2.3784
C 0.3536 -0.5016 -2.7837
C 0.2728 -0.8709 -4.1153
C -0.4967 -1.9617 -4.4848
C -1.1859 -2.6679 -3.5097
C -1.0615 -2.2727 -2.1962
N -0.3096 -1.2175 -1.8516
H 0.0683 2.6797 0.1164
H 0.6281 3.1919 -1.4721
H -1.2934 1.4864 -2.3158
H -1.6520 3.1282 -1.8804
H -3.7210 3.2252 -0.7953
H -5.2897 2.3599 0.9286
H -4.6292 0.3259 2.2366
H -2.4417 -0.7265 1.7528
H 2.6423 2.3146 -0.3263
H 2.8942 0.5655 -0.4101
H 3.0944 2.7300 2.0268
H 2.5499 2.2854 4.4139
H 0.9412 0.4503 4.9675
H -0.0650 -0.8490 3.0941
H 2.2511 0.4176 -2.4955
H 1.0114 1.5014 -3.0896
H 0.8111 -0.2952 -4.8561
H -0.5618 -2.2541 -5.5239
H -1.8029 -3.5195 -3.7540
H -1.5533 -2.7976 -1.3904
F 1.9654 -6.8187 1.7962
C 1.1755 -6.2626 2.7175
C 1.1501 -4.8874 2.8755
C 0.2736 -4.3868 3.8227
F 0.1940 -3.0491 3.9959
C -0.5289 -5.1882 4.6065
F -1.3495 -4.6591 5.5049
C -0.4670 -6.5672 4.4364
F -1.2238 -7.3537 5.1719
C 0.3871 -7.1089 3.4853
F 0.4402 -8.4177 3.3106
Ge 2.1730 -3.6393 1.7950
S 0.4649 -2.8915 0.5099
C 3.5129 -4.4617 0.6473
C 4.4436 -5.2617 1.2896
F 4.3465 -5.3979 2.6234
C 5.4620 -5.9196 0.6258
F 6.3251 -6.6784 1.2781
C 5.5648 -5.7605 -0.7523
F 6.5262 -6.3669 -1.4169
C 4.6618 -4.9485 -1.4264
F 4.7725 -4.7775 -2.7379
C 3.6568 -4.3078 -0.7194
F 2.8291 -3.5047 -1.4094
C 3.1529 -2.2882 2.8268
C 3.3775 -2.3353 4.1949
F 2.7937 -3.2701 4.9434
C 4.2153 -1.4336 4.8382
F 4.3911 -1.4932 6.1473
C 4.8618 -0.4541 4.0968
F 5.6338 0.4325 4.6948
C 4.6741 -0.3921 2.7223
F 5.2649 0.5595 2.0044
C 3.8329 -1.3096 2.1227
F 3.6629 -1.2300 0.7850
```

net charge: +2
orbital gap: 6.324 eV
relative energy (zero: lowest compared OMol25 entry of this formula, charge and spin): 12.8 kJ/mol
HOMO energy: -13.7566 eV

***

Density functional theory data (wB97M-V/def2-TZVPD) for a structure of composition C14H11N2OS3TaTe.

```
33
Properties=species:S:1:pos:R:3
Ta 0.5658 0.7389 0.7857
O 2.4347 0.3230 1.1133
N 3.2178 -0.5532 0.4526
C 4.4692 -0.7554 0.9175
C 5.2787 -1.6148 0.2430
C 4.7893 -2.2458 -0.9036
C 3.5065 -2.0004 -1.3521
C 2.6990 -1.1204 -0.6545
S 1.0965 -0.6587 -1.1176
H 4.7211 -0.2053 1.8103
H 6.2806 -1.7899 0.6028
H 5.4215 -2.9329 -1.4534
H 3.1194 -2.4771 -2.2448
S 0.6003 3.0395 1.0593
C -0.9961 2.6948 0.2788
C -1.9979 3.6328 0.1808
C -3.0747 3.3164 -0.6267
C -3.1383 2.0872 -1.2856
C -2.1345 1.1831 -1.0973
N -1.0824 1.5043 -0.3180
H -1.9149 4.5901 0.6794
H -3.8682 4.0451 -0.7604
H -3.9709 1.8351 -1.9257
H -2.1296 0.1970 -1.5351
Te -0.3264 -0.4903 2.9624
C -1.8486 -0.8978 1.5922
C -1.8417 -1.8792 0.6318
C -3.0981 -2.0055 -0.0216
C -4.0210 -1.1228 0.4598
S -3.3782 -0.1251 1.6836
H -0.9952 -2.5299 0.4538
H -3.3197 -2.7455 -0.7858
H -5.0643 -1.0373 0.1754
```

net charge: +2
orbital gap: 6.722 eV
relative energy (zero: lowest compared OMol25 entry of this formula, charge and spin): 36.8 kJ/mol
HOMO energy: -14.7944 eV

***

Density functional theory data (wB97M-V/def2-TZVPD) for the molecule C17H20N2O3S2.

```
44
Properties=species:S:1:pos:R:3
C -2.0183 3.9508 -1.2410
C -0.9721 4.3106 -2.2581
C -1.0869 5.4843 -2.9865
C -0.1398 5.8454 -3.9292
C 0.9473 5.0209 -4.1535
C 1.0861 3.8438 -3.4416
C 0.1344 3.4810 -2.4948
N 0.2400 2.2938 -1.7571
C 1.2138 1.3467 -1.7733
O 2.2070 1.3697 -2.4668
C 0.8993 0.1816 -0.8355
C 0.2162 -0.9311 -1.6414
C -0.2711 -2.0168 -0.6698
N 0.5595 -2.0932 0.5149
S -0.0881 -1.3774 1.8804
O -1.0974 -0.4042 1.5558
O 0.9757 -0.9969 2.7565
C -0.9278 -2.7704 2.5803
C -2.2677 -2.9763 2.6975
C -2.5685 -4.2236 3.2859
C -1.4491 -4.9312 3.5949
S -0.0073 -4.0892 3.1795
H -1.3860 -5.9008 4.0473
H -3.5687 -4.5718 3.4685
H -2.9938 -2.2513 2.3796
C 1.9616 -1.8177 0.2659
C 2.1820 -0.3725 -0.2051
H 2.4625 0.2525 0.6431
H 2.9830 -0.3317 -0.9459
H 2.4918 -2.0038 1.1991
H 2.2989 -2.5388 -0.4828
H -1.2820 -1.7935 -0.3255
H -0.2753 -2.9990 -1.1556
H 0.9375 -1.3419 -2.3498
H -0.6290 -0.5379 -2.2082
H 0.2144 0.5068 -0.0473
H -0.5179 2.1396 -1.1073
H 1.9316 3.1992 -3.6106
H 1.6940 5.2908 -4.8849
H -0.2530 6.7655 -4.4826
H -1.9361 6.1291 -2.8099
H -2.5112 3.0113 -1.4955
H -1.5851 3.8559 -0.2444
H -2.7793 4.7259 -1.2012
```

SMILES string: Cc1ccccc1NC(=O)C1CCN(S(=O)(=O)c2cccs2)CC1
orbital gap: 8.887 eV
relative energy (zero: lowest compared OMol25 entry of this formula, charge and spin): 59.0 kJ/mol
HOMO energy: -8.3965 eV

***

Density functional theory data (wB97M-V/def2-TZVPD) for the molecule C4H2ClF.

```
8
Properties=species:S:1:pos:R:3
C -1.4000 -0.5279 -0.0055
C -0.4420 0.3912 -0.0059
C 1.0534 0.1563 -0.0011
C 2.2436 0.0048 -0.0179
H -1.1856 -1.6072 0.0762
H 3.2712 -0.1979 -0.0212
F -2.7122 -0.2839 -0.0199
Cl -0.8284 2.0646 -0.0047
```

SMILES string: C#C/C(Cl)=C/F
orbital gap: 10.414 eV
relative energy (zero: lowest compared OMol25 entry of this formula, charge and spin): 18.2 kJ/mol
HOMO energy: -9.5873 eV

***

Going through the records in order, we get strongest force on any atom values of 4.25 1.83 4.20 1.07 1.36 1.13 2.51 eV Å⁻¹.